## one
This record from the Open Molecules 2025 dataset describes C6H14N2O in the gas phase. The level of theory is wB97M-V/def2-TZVPD.

Output
E_HOMO	-7.72	eV
HOMO-LUMO gap	8.408	eV
lowest unoccupied orbital energy	0.688	eV
2S+1	1
charge	0
SMILES	C/C(=C(/N)CO)N(C)C

Positions of all 23 atoms, in Å:
C  2.107  -1.183  -0.595
C  -1.742  1.546  -0.652
C  -2.055  0.228  1.363
C  1.348  1.109  1.187
N  -1.114  0.936  0.510
C  0.388  0.335  0.346
C  0.470  -0.669  -0.482
N  -0.438  -1.304  -1.287
O  2.105  -2.381  -1.359
H  2.935  -2.370  -1.863
H  -0.034  -2.080  -1.807
H  -1.281  -1.548  -0.781
H  2.492  -1.424  0.396
H  2.756  -0.455  -1.089
H  -1.021  2.150  -1.212
H  -2.189  0.805  -1.331
H  -1.560  -0.156  2.262
H  -2.859  0.896  1.700
H  -2.524  -0.618  0.837
H  -2.554  2.222  -0.346
H  1.630  0.543  2.079
H  2.249  1.366  0.623
H  0.889  2.051  1.500

## two
This record from the Open Molecules 2025 dataset describes C6H14N2O in the gas phase. The level of theory is wB97M-V/def2-TZVPD.

Output
E_HOMO	-8.75	eV
HOMO-LUMO gap	9.597	eV
lowest unoccupied orbital energy	0.851	eV
2S+1	1
charge	0
SMILES	CC(=O)[C@@](C)(N)[C@@H](C)N

Positions of all 23 atoms, in Å:
C  1.492  0.905  1.414
C  1.427  -1.089  -0.772
C  0.858  0.941  0.033
O  1.282  1.777  -0.800
H  2.570  1.038  1.304
H  1.316  -0.040  1.929
H  1.086  1.727  2.010
H  1.432  -2.172  -0.607
H  1.675  -0.907  -1.821
H  2.329  -0.887  -0.193
C  -1.376  0.201  1.180
C  -0.628  0.465  -0.125
N  -1.403  1.458  -0.904
N  -1.121  -1.955  -0.714
C  -0.437  -0.786  -0.979
H  -0.780  1.826  -1.627
H  -1.614  2.253  -0.305
H  -1.967  -1.918  -0.158
H  -0.992  -2.709  -1.379
H  -0.417  -0.550  -2.043
H  -1.457  1.119  1.767
H  -2.399  -0.144  0.996
H  -0.875  -0.553  1.792

## three
This record from the Open Molecules 2025 dataset describes a 2-piece molecular cluster, C6H14N2O overall. The level of theory is wB97M-V/def2-TZVPD.

Output
E_HOMO (alpha / beta)	-7.33 / -7.33	eV
HOMO-LUMO gap (alpha / beta)	7.925 / 7.924	eV
lowest unoccupied orbital energy (alpha / beta)	0.597 / 0.597	eV
2S+1	1
charge	0
SMILES	C=C(C)N(C)N.CC=O

Positions of all 23 atoms, in Å:
C  -1.317  1.150  -1.412
C  0.030  0.781  2.050
N  -1.069  0.555  -0.125
C  0.154  0.754  0.542
N  -1.985  -0.415  0.267
C  1.178  1.431  -0.052
H  -1.992  -1.185  -0.413
H  -1.500  -1.001  1.116
H  -0.932  2.172  -1.407
H  -2.394  1.146  -1.573
H  -0.834  0.605  -2.233
H  -0.115  -0.214  2.464
H  0.948  1.161  2.499
H  -0.824  1.384  2.362
H  1.280  1.532  -1.118
H  1.954  1.872  0.549
C  1.156  -1.685  -1.139
C  0.888  -1.547  0.329
O  -0.112  -2.057  0.874
H  1.777  -1.328  0.936
H  1.583  -0.752  -1.522
H  1.882  -2.471  -1.298
H  0.246  -1.889  -1.696

## four
This record from the Open Molecules 2025 dataset describes C6H14N2O in the gas phase. The level of theory is wB97M-V/def2-TZVPD.

Output
E_HOMO	-9.15	eV
HOMO-LUMO gap	9.979	eV
lowest unoccupied orbital energy	0.828	eV
2S+1	1
charge	0
SMILES	C=N[C@](C)(O)C(C)(C)N

Positions of all 23 atoms, in Å:
C  0.081  -0.509  0.651
C  1.410  -1.229  0.890
C  -1.028  -1.543  0.374
N  -0.220  0.299  1.823
H  0.026  -0.893  -1.715
H  -1.025  0.886  1.630
H  -0.421  -0.294  2.621
H  2.134  -0.539  1.312
H  1.269  -2.047  1.594
H  1.798  -1.632  -0.043
H  -1.197  -2.146  1.266
H  -0.746  -2.225  -0.427
H  -1.957  -1.042  0.107
C  1.241  1.616  -0.261
C  0.208  0.531  -0.576
C  -1.662  1.327  -1.762
N  -1.079  1.174  -0.662
O  0.637  -0.113  -1.745
H  1.148  2.415  -0.994
H  1.068  2.009  0.735
H  2.234  1.186  -0.333
H  -1.295  0.948  -2.720
H  -2.623  1.823  -1.762

Which of them is most stable, and which least? Most stable: four; least stable: three.

## one
This record from the Open Molecules 2025 dataset describes C25H33N3O3 in the gas phase. The level of theory is wB97M-V/def2-TZVPD.

Output
E_HOMO	-7.72	eV
HOMO-LUMO gap	8.357	eV
lowest unoccupied orbital energy	0.633	eV
2S+1	1
charge	0
SMILES	COc1cc(CN2CCN(Cc3cn(C)c4ccccc34)C[C@H]2CCO)cc(OC)c1

Positions of all 64 atoms, in Å:
C  -5.242  -1.287  3.021
H  -6.015  -1.871  2.511
O  -4.752  -0.254  2.202
C  -4.164  -0.586  1.020
C  -3.715  0.486  0.244
C  -3.099  0.265  -0.972
C  -2.947  -1.038  -1.441
C  -3.384  -2.107  -0.675
C  -3.990  -1.881  0.562
H  -4.313  -2.743  1.122
O  -3.271  -3.421  -1.029
C  -2.664  -3.731  -2.259
H  -2.676  -4.818  -2.328
H  -3.222  -3.310  -3.102
H  -1.627  -3.378  -2.297
H  -2.483  -1.196  -2.402
C  -2.556  1.423  -1.778
N  -1.181  1.815  -1.526
C  -0.150  0.867  -1.894
C  0.245  -0.104  -0.777
N  0.629  0.653  0.399
C  -0.494  1.454  0.846
H  -1.359  0.820  1.111
C  -0.897  2.451  -0.251
C  0.211  3.500  -0.452
H  1.185  3.026  -0.334
H  0.134  3.888  -1.471
C  0.088  4.661  0.534
O  -1.141  5.341  0.426
H  -1.265  5.595  -0.496
H  0.128  4.301  1.564
H  0.923  5.361  0.382
H  -1.803  2.976  0.069
H  -0.194  2.009  1.738
C  1.133  -0.210  1.455
C  2.399  -0.882  1.041
C  2.670  -2.219  1.027
N  3.946  -2.453  0.587
C  4.525  -1.249  0.299
C  5.795  -0.950  -0.180
C  6.105  0.377  -0.383
C  5.178  1.391  -0.120
C  3.919  1.104  0.355
C  3.579  -0.230  0.571
H  3.200  1.882  0.557
H  5.466  2.418  -0.296
H  7.084  0.643  -0.755
H  6.516  -1.729  -0.385
C  4.575  -3.735  0.460
H  3.874  -4.512  0.759
H  5.461  -3.796  1.098
H  4.880  -3.914  -0.575
H  2.037  -3.040  1.311
H  1.327  0.424  2.328
H  0.388  -0.975  1.748
H  -0.590  -0.791  -0.548
H  1.103  -0.696  -1.103
H  0.742  1.442  -2.165
H  -0.476  0.311  -2.774
H  -2.621  1.180  -2.844
H  -3.174  2.307  -1.595
H  -3.862  1.486  0.622
H  -5.675  -0.795  3.890
H  -4.439  -1.956  3.347

## two
This record from the Open Molecules 2025 dataset describes C25H33N3O3 in the gas phase. The level of theory is wB97M-V/def2-TZVPD.

Output
E_HOMO	-8.14	eV
HOMO-LUMO gap	8.840	eV
lowest unoccupied orbital energy	0.695	eV
2S+1	1
charge	0
SMILES	COc1ccc(C(=O)N2CCN(C3CCN(Cc4ccccc4)CC3)CC2)cc1OC

Positions of all 64 atoms, in Å:
C  -8.129  -2.298  -1.240
H  -7.812  -2.290  -2.289
O  -7.028  -2.279  -0.367
C  -6.195  -1.203  -0.401
C  -6.322  -0.119  -1.253
C  -5.413  0.929  -1.205
C  -4.356  0.895  -0.316
C  -4.224  -0.186  0.556
C  -5.128  -1.232  0.527
O  -5.082  -2.329  1.333
C  -4.059  -2.407  2.294
H  -3.068  -2.430  1.828
H  -4.108  -1.575  3.004
H  -4.227  -3.343  2.825
H  -3.414  -0.184  1.268
C  -3.417  2.057  -0.226
O  -3.798  3.157  0.136
N  -2.132  1.821  -0.574
C  -1.573  0.582  -1.049
H  -2.349  -0.177  -1.137
C  -0.470  0.122  -0.093
N  0.563  1.139  -0.005
C  -0.022  2.361  0.522
C  -1.126  2.845  -0.420
H  -1.611  3.737  -0.020
H  -0.689  3.071  -1.399
H  0.739  3.138  0.572
H  -0.449  2.212  1.531
C  1.755  0.631  0.680
C  2.664  1.721  1.246
C  3.920  1.101  1.854
N  4.659  0.364  0.851
C  3.850  -0.724  0.340
C  2.592  -0.175  -0.321
H  2.873  0.486  -1.140
H  2.020  -1.005  -0.734
H  4.442  -1.276  -0.394
H  3.567  -1.425  1.149
C  5.944  -0.103  1.341
C  6.801  -0.619  0.216
C  6.884  0.099  -0.971
C  7.674  -0.355  -2.011
C  8.397  -1.529  -1.874
C  8.321  -2.247  -0.694
C  7.524  -1.796  0.344
H  7.466  -2.363  1.263
H  8.881  -3.164  -0.581
H  9.016  -1.883  -2.685
H  7.729  0.208  -2.931
H  6.312  1.008  -1.068
H  5.831  -0.884  2.116
H  6.452  0.751  1.803
H  4.561  1.897  2.241
H  3.633  0.452  2.705
H  2.959  2.396  0.443
H  2.156  2.290  2.026
H  1.457  -0.029  1.518
H  -0.038  -0.804  -0.472
H  -0.913  -0.084  0.901
H  -1.126  0.755  -2.035
H  -5.530  1.774  -1.865
H  -7.133  -0.073  -1.961
H  -8.803  -1.455  -1.058
H  -8.652  -3.230  -1.031

Which of them is most stable, and which least? Most stable: two; least stable: one.

## one
This record from the Open Molecules 2025 dataset describes C6H12 in the gas phase. The level of theory is wB97M-V/def2-TZVPD.

Output
E_HOMO	-10.11	eV
HOMO-LUMO gap	11.408	eV
lowest unoccupied orbital energy	1.294	eV
2S+1	1
charge	0
SMILES	CCCC1CC1

Positions of all 18 atoms, in Å:
C  -1.947  0.467  0.749
C  -1.348  -0.922  0.532
C  0.185  -0.946  0.562
C  0.838  -0.314  -0.650
C  2.198  0.315  -0.546
C  0.988  1.176  -0.778
H  -1.632  1.165  -0.033
H  -1.627  0.880  1.714
H  -3.042  0.433  0.747
H  -1.730  -1.602  1.305
H  -1.696  -1.326  -0.429
H  0.528  -1.987  0.638
H  0.539  -0.440  1.472
H  0.638  -0.843  -1.582
H  2.658  0.357  0.438
H  2.903  0.178  -1.361
H  0.853  1.623  -1.760
H  0.648  1.798  0.045

## two
This record from the Open Molecules 2025 dataset describes a 2-piece molecular cluster, C6H12 overall. The level of theory is wB97M-V/def2-TZVPD.

Output
E_HOMO	-8.44	eV
HOMO-LUMO gap	9.643	eV
lowest unoccupied orbital energy	1.207	eV
2S+1	1
charge	0
SMILES	CC1=CCCC1.[H][H]

Positions of all 18 atoms, in Å:
C  1.698  -0.175  0.962
C  0.507  0.101  0.094
C  -0.365  1.297  0.424
C  -1.757  0.662  0.405
C  -1.650  -0.462  -0.654
C  -0.165  -0.694  -0.751
H  1.262  -0.243  1.971
H  2.451  0.619  1.003
H  2.179  -1.136  0.768
H  2.328  -0.708  -1.469
H  -0.253  2.043  -0.377
H  -0.105  1.787  1.367
H  -1.917  0.210  1.391
H  -2.570  1.365  0.216
H  -2.064  -1.403  -0.263
H  -2.178  -0.258  -1.593
H  2.221  -1.441  -1.484
H  0.226  -1.498  -1.365

Which of them is most stable, and which least? Most stable: one; least stable: two.

## one
This record from the Open Molecules 2025 dataset describes a 2-piece molecular cluster, C2H5BrOS overall. The level of theory is wB97M-V/def2-TZVPD.

Output
E_HOMO	-8.73	eV
HOMO-LUMO gap	9.238	eV
lowest unoccupied orbital energy	0.509	eV
2S+1	1
charge	0

Positions of all 10 atoms, in Å:
C  0.882  -0.188  0.959
C  -0.676  0.292  -0.291
O  -1.831  -0.307  0.018
S  -0.102  -0.321  -1.962
Br  -0.782  2.205  0.086
H  0.110  0.077  1.692
H  1.108  -1.188  0.685
H  1.656  0.523  0.758
H  -1.571  -1.215  -0.061
H  1.206  0.123  -1.884

## two
This record from the Open Molecules 2025 dataset describes C2H5BrOS as an isolated structure. The level of theory is wB97M-V/def2-TZVPD.

Output
E_HOMO	-8.86	eV
HOMO-LUMO gap	8.839	eV
lowest unoccupied orbital energy	-0.021	eV
2S+1	1
charge	0

Positions of all 10 atoms, in Å:
C  -0.159  0.886  -0.836
C  0.166  -0.948  1.227
O  -0.088  -1.723  2.268
S  -0.683  0.493  0.851
Br  2.515  -0.287  1.538
H  -0.674  1.886  -0.975
H  -0.478  0.094  -1.529
H  0.939  1.101  -0.805
H  0.543  -1.554  0.361
H  -0.626  -1.352  2.930

Which of them is most stable, and which least? Most stable: two; least stable: one.